Entry from the OMol25 dataset: a molecular structure, C14H11Co2N2O6 at a distorted geometry (ωB97M-V/def2-TZVPD).

Atoms and positions in Å:
C (1.6382, 2.1706, 1.2570)
C (2.3299, 1.4537, 0.1756)
N (2.2314, 0.1885, -0.1967)
C (3.1522, -0.0386, -1.2038)
C (3.8146, 1.1384, -1.4721)
C (4.8137, 1.5171, -2.4793)
N (3.2998, 2.0531, -0.5748)
H (1.0269, 1.4812, 1.8434)
H (2.4099, 2.6015, 1.9005)
H (1.0137, 2.9862, 0.8746)
H (3.2939, -1.0138, -1.6552)
H (5.1163, 0.6276, -3.0490)
H (4.3722, 2.2490, -3.1744)
H (5.7088, 1.9625, -2.0178)
H (3.5973, 3.0157, -0.4636)
O (-3.4103, 0.1013, -3.1152)
C (-3.6300, -0.1494, -2.0041)
Co (-3.8326, -0.5679, -0.3202)
C (-3.5462, 0.9539, 0.5054)
O (-3.3671, 1.9853, 1.0069)
C (-5.4500, -1.1984, -0.0945)
O (-6.5303, -1.6031, 0.0388)
C (-2.4434, -1.9771, -0.0973)
C (-1.1100, -1.5352, -0.0270)
C (-0.0504, -1.1100, -0.7163)
Co (-1.8661, -1.7414, 1.5748)
C (-1.3887, -0.2525, 2.4669)
O (-1.0878, 0.5951, 3.1953)
C (-0.6421, -2.8779, 2.1674)
O (0.1243, -3.6270, 2.5952)
C (-3.3371, -2.1990, 2.4898)
O (-4.2663, -2.5116, 3.0968)
H (-2.7507, -2.9154, -0.5802)
H (0.9135, -1.0426, -0.2124)
H (-0.1474, -0.7194, -1.7348)

Results
- HOMO-LUMO gap (eV) = 6.1
- charge = -1
- energy relative to the best compared isomer or geometry (same formula, charge and spin) (kcal/mol) = 8.57
- lowest unoccupied orbital energy (eV) = 2.5051
- strongest force on any atom (eV/A) = 4.8
- M (g/mol) = 421.12

Calculated atomic charges, method Mulliken, unit e: number 1, C, carries -1.04; number 2, C, carries 0.41; number 3, N, carries -0.37; number 4, C, carries -0.69; number 5, C, carries 0.60; number 6, C, carries -1.20; number 7, N, carries -0.10; number 8, H, carries 0.09; number 9, H, carries 0.35; number 10, H, carries 0.32; number 11, H, carries 0.40; number 12, H, carries 0.28; number 13, H, carries 0.28; number 14, H, carries 0.30; number 15, H, carries 0.21; number 16, O, carries -0.42; number 17, C, carries 0.11; number 18, Co, carries 0.33; number 19, C, carries -0.04; number 20, O, carries -0.37; number 21, C, carries 0.06; number 22, O, carries -0.40; number 23, C, carries 0.30; number 24, C, carries -0.54; number 25, C, carries -0.53; number 26, Co, carries 0.13; number 27, C, carries 0.17; number 28, O, carries -0.39; number 29, C, carries 0.03; number 30, O, carries -0.39; number 31, C, carries 0.35; number 32, O, carries -0.39; number 33, H, carries 0.49; number 34, H, carries 0.43; number 35, H, carries 0.21